[1]
The following is a quantum chemistry calculation of an isolated molecule of C5H6N2O, from OMol25.

```
14
Properties=species:S:1:pos:R:3
C 1.52 -0.31 0.14
C 0.85 1.01 -0.22
C -0.58 0.59 -0.01
C -1.95 0.91 0.08
C -0.60 -0.84 -0.17
H 1.92 -0.40 1.18
H 2.51 -0.49 -0.23
H 1.11 1.82 0.47
H 1.11 1.40 -1.27
H -2.65 1.70 0.02
H 0.55 -2.29 0.33
N -1.77 -1.43 -0.10
N 0.61 -1.38 -0.20
O -2.62 -0.28 -0.01
```

SMILES string: c1onc2c1CCN2
HOMO energy in eV: -8.6109

[2]
The following is a quantum chemistry calculation of the ion C7H17N4O with charge +1, from OMol25.

```
29
Properties=species:S:1:pos:R:3
C 0.35 1.52 -0.83
C 2.65 0.39 -0.51
C 2.99 -1.06 -0.20
C 1.32 0.80 0.13
C 1.71 -1.65 0.42
C -2.72 -0.90 -0.20
C -1.99 1.41 -0.13
N -2.53 -2.18 0.01
N -2.69 1.81 1.07
N -1.76 -0.09 -0.02
N 0.74 -0.51 0.67
O -0.80 2.11 -0.14
H 0.08 0.74 -1.49
H 3.57 0.98 -0.22
H 2.73 0.62 -1.55
H 3.17 -1.61 -1.06
H 3.92 -1.07 0.42
H 1.46 1.53 0.91
H 0.86 2.32 -1.32
H 1.21 -2.47 -0.16
H 2.00 -2.17 1.23
H -3.50 -0.41 -0.65
H -2.58 1.56 -1.12
H -3.02 -2.96 -0.49
H -1.59 -2.44 0.33
H -3.36 2.58 1.04
H -2.18 1.85 1.93
H -0.78 -0.33 0.24
H 0.72 -0.39 1.68
```

SMILES string: N/C=[NH+]/[C@@H](N)OC[C@@H]1CCCN1
HOMO energy in eV: -13.1805
Total charge: +1

Values for gap between HOMO and LUMO, eV, ordered as above
9.50 10.41
Values for M, g/mol, ordered as above
110.12 173.24
Values for largest force on an atom, eV Å⁻¹, ordered as above
5.03 3.59